Below is a molecular structure, C14H18F3IN6O7Ti, with properties calculated with the ωB97M-V functional and the def2-TZVPD basis.

Structure (XYZ):
```
50
Properties=species:S:1:pos:R:3
Ti -0.52991 0.03600 0.72853
N -2.19320 -0.25737 -1.86175
N -3.48737 0.12121 -1.49804
C -3.73243 0.50071 -0.23777
N -4.90583 1.02596 0.06317
N -2.73268 0.25109 0.62970
N -2.85217 0.54672 1.93468
O -1.73612 0.43936 2.50804
O -3.85938 0.87353 2.50219
H -1.78879 0.44534 -2.47140
H -2.21996 -1.15775 -2.32462
H -4.13816 0.40494 -2.21643
H -5.57318 1.24408 -0.65740
H -5.11302 1.25434 1.02261
F -0.70985 4.61098 -2.17447
C -0.07000 3.67838 -1.49255
F 0.67749 4.28269 -0.54843
F 0.76760 3.03945 -2.32390
C -1.03414 2.64975 -0.84806
O -2.21627 2.67458 -1.10115
O -0.39697 1.82106 -0.09252
C 3.42508 3.24958 1.38104
N 2.29046 2.42264 1.77677
C 1.29412 3.09673 2.60737
C 2.15406 1.16024 1.43311
C 3.22824 0.45164 0.66547
O 1.10602 0.52675 1.77557
H 3.04440 4.21177 1.04262
H 3.97756 2.79490 0.56670
H 4.09023 3.40985 2.23035
H 1.81722 3.65024 3.38623
H 0.63628 2.36560 3.06283
H 0.71723 3.79163 1.99965
H 4.21102 0.61516 1.10380
H 3.24347 0.80866 -0.36620
H 2.99881 -0.60851 0.65767
I 1.69347 -7.86085 -2.24864
C 1.15976 -5.97958 -1.54215
C 0.18511 -5.86926 -0.55619
C -0.16926 -4.61673 -0.08853
C 0.44971 -3.48218 -0.60686
C 1.42731 -3.60009 -1.59157
C 1.78345 -4.85053 -2.06270
C 0.06879 -2.15683 -0.11078
O 0.62744 -1.08885 -0.53667
O -0.84571 -2.00263 0.76872
H -0.28938 -6.75460 -0.15739
H -0.92202 -4.50922 0.68063
H 1.90110 -2.71008 -1.98358
H 2.54035 -4.95050 -2.82770
```

Properties
⟨S²⟩: 0.752
Energy above the lowest of the compared OMol25 structures with the same formula, charge and spin in kJ/mol: 19.2
HOMO (alpha / beta) in Eh: -0.4111 / -0.4115
2S+1: 2
Total charge: +1